[1]
51
Properties=species:S:1:pos:R:3:forces:R:3:lowdin_charge:R:1 method="wB97M-V/def2-TZVPD" smiles="COc1ccc(NC(=S)N2CCC(C(=O)c3ccc(F)cc3)CC2)c(OC)c1" total_charge=0 de_lowest_kj_mol=46.76
C 7.767956 -2.223645 -0.342022 0.1 -0.2 -0.1 -0.09
H 7.496608 -3.073163 0.293637 0.0 0.0 0.0 0.09
O 7.180970 -1.029284 0.112349 -0.2 0.3 0.1 -0.08
C 5.820639 -0.938029 0.119560 -0.2 0.0 0.0 -0.27
C 4.951022 -1.954858 -0.244882 0.5 -0.1 0.0 -0.03
C 3.585243 -1.721534 -0.206844 -0.2 0.4 0.1 -0.01
C 3.070966 -0.505285 0.198573 0.2 -0.1 -0.1 -0.23
C 3.949211 0.513563 0.617888 0.0 -0.2 0.1 -0.25
C 5.312187 0.287536 0.553546 0.0 0.1 0.0 0.07
H 6.023900 1.041589 0.844883 0.1 0.1 0.1 0.12
O 3.374485 1.644245 1.093990 0.0 -0.5 0.0 -0.12
C 4.194287 2.757501 1.352081 0.1 0.2 0.0 -0.08
H 3.514873 3.563251 1.625495 0.1 0.0 0.0 0.10
H 4.884145 2.565013 2.180749 0.0 0.0 0.0 0.09
H 4.759657 3.047391 0.462129 0.0 0.0 0.0 0.10
N 1.681465 -0.288389 0.235918 -0.5 -0.3 0.4 0.06
C 1.068486 0.754977 -0.397331 -0.1 0.2 -0.3 -0.77
N -0.212797 1.020173 -0.055300 0.2 -0.2 0.2 -0.11
C -1.050092 1.867861 -0.872922 -0.2 0.4 -0.4 -0.19
C -2.011979 1.006480 -1.692797 -0.1 0.1 0.2 -0.10
H -2.688097 1.653594 -2.252920 0.0 0.0 -0.1 0.13
H -1.429753 0.421871 -2.409278 0.0 0.0 0.0 0.12
C -2.829357 0.031451 -0.827264 0.2 0.1 -0.1 -0.24
C -3.897315 0.749075 -0.016277 0.1 -0.4 -0.3 -0.32
O -3.682421 1.786872 0.570469 0.0 0.1 0.0 0.10
C -5.244321 0.120060 0.040213 -0.4 0.1 0.2 -0.14
C -6.326995 0.956368 0.319372 0.1 -0.1 0.0 0.00
C -7.611032 0.457165 0.395345 -0.1 -0.2 0.0 0.01
C -7.802375 -0.901153 0.208605 0.2 0.0 0.0 -0.27
C -6.747442 -1.760695 -0.047412 -0.3 0.0 0.0 0.00
C -5.468939 -1.244499 -0.137384 0.0 0.3 0.0 -0.02
H -4.648666 -1.920722 -0.320891 0.1 -0.1 -0.1 0.11
H -6.936673 -2.815120 -0.172792 0.0 -0.1 0.0 0.12
F -9.047149 -1.404259 0.283631 0.1 0.0 0.0 0.07
H -8.455191 1.096296 0.599427 -0.1 0.0 0.0 0.12
H -6.137495 2.008385 0.469795 0.0 0.1 0.0 0.12
C -1.894601 -0.732268 0.131843 -0.1 0.1 0.1 -0.11
C -0.994034 0.251594 0.883825 -0.1 -0.3 0.3 -0.14
H -0.352539 -0.260696 1.602049 0.0 0.1 0.0 0.12
H -1.620368 0.956583 1.440667 0.1 -0.1 0.0 0.13
H -1.278642 -1.415929 -0.458592 0.0 -0.1 0.0 0.12
H -2.478068 -1.320173 0.843652 0.0 -0.1 0.0 0.12
H -3.318318 -0.682066 -1.496273 0.0 0.1 0.1 0.13
H -0.409419 2.450403 -1.536289 -0.2 -0.1 0.2 0.05
H -1.608316 2.543356 -0.221307 0.1 -0.1 -0.1 0.12
S 1.875983 1.651059 -1.531126 0.4 0.3 -0.6 0.72
H 1.123685 -1.085425 0.504534 0.0 0.2 0.1 0.13
H 2.905373 -2.505082 -0.510182 -0.1 0.0 -0.1 0.12
H 5.310094 -2.917387 -0.569791 0.1 -0.1 0.0 0.10
H 8.843628 -2.063403 -0.286632 -0.1 -0.1 0.0 0.09
H 7.487519 -2.440633 -1.377692 0.0 0.0 0.0 0.10

---

[2]
54
Properties=species:S:1:pos:R:3:forces:R:3:lowdin_charge:R:1 method="wB97M-V/def2-TZVPD" smiles="COc1ccc(N(CC(=O)NCc2ccc(F)cc2)S(=O)(=O)c2c(C)n[nH]c2C)cc1" total_charge=0 de_lowest_kj_mol=292.05
C 2.254558 0.484616 -5.964004 -0.1 0.1 -0.2 -0.09
H 1.175073 0.380773 -6.112993 0.0 0.0 0.0 0.10
O 2.689025 -0.214833 -4.822921 0.1 -0.1 0.3 -0.08
C 2.183018 0.144647 -3.610405 0.0 0.0 0.1 -0.28
C 1.268998 1.167316 -3.393445 0.2 -0.1 -0.3 -0.01
C 0.815981 1.445641 -2.114086 0.0 -0.1 0.5 0.00
C 1.272752 0.720394 -1.019414 0.4 -0.2 -0.8 -0.25
C 2.198434 -0.298309 -1.240155 0.0 0.1 -0.3 -0.01
C 2.639508 -0.585730 -2.512517 0.0 0.1 -0.1 0.02
H 3.350880 -1.377812 -2.682351 0.1 -0.1 0.0 0.12
H 2.571036 -0.870790 -0.409309 0.1 -0.1 0.0 0.09
N 0.855969 0.997110 0.294649 -0.4 -0.7 1.0 -0.16
S 0.560515 -0.316481 1.318584 0.6 0.0 0.4 0.71
O -0.005145 -1.395491 0.555316 0.3 0.0 0.0 -0.27
O -0.216845 0.194339 2.412557 0.1 0.2 0.0 -0.27
C 2.139491 -0.757271 1.954130 -0.3 0.3 0.0 -0.20
C 2.917018 0.102559 2.712786 0.0 0.0 0.0 -0.26
N 4.008490 -0.607376 3.053273 -0.6 0.4 -0.2 0.04
N 3.980066 -1.856617 2.578846 0.3 -0.8 -0.1 0.09
C 2.852378 -1.981004 1.907536 0.0 0.3 0.1 -0.33
C 2.454290 -3.237329 1.225669 0.1 -0.1 0.0 -0.02
H 1.470125 -3.118211 0.782194 0.0 -0.1 0.0 0.06
H 2.438831 -4.056662 1.941035 0.0 -0.1 0.0 0.09
H 3.176985 -3.487205 0.450640 0.0 0.0 -0.1 0.09
H 4.793963 -0.305841 3.609346 -0.1 0.0 -0.1 0.17
C 2.675280 1.508028 3.106438 0.0 0.1 0.0 0.00
H 3.349337 1.806728 3.905869 0.0 0.1 0.0 0.09
H 1.645132 1.611250 3.441453 0.0 0.1 0.1 0.08
H 2.822113 2.170647 2.253786 0.0 0.1 0.0 0.09
C 0.045254 2.164806 0.540426 -0.3 0.4 0.3 -0.10
H 0.551686 3.057215 0.162736 -0.1 -0.1 0.0 0.14
H -0.057236 2.257724 1.624472 0.0 0.2 -0.2 0.12
C -1.381672 2.125619 -0.021365 0.3 -0.1 0.0 -0.50
O -1.999374 3.152731 -0.220627 0.0 0.4 0.1 0.06
N -1.875250 0.897939 -0.255379 -0.2 -0.3 0.0 0.08
H -1.335373 0.068909 -0.051711 -0.1 0.1 -0.2 0.09
C -3.254647 0.691619 -0.623996 -0.1 0.2 -0.2 -0.11
C -4.039803 -0.083867 0.404875 0.0 0.0 0.0 -0.20
C -3.561248 -0.290641 1.692295 -0.1 0.0 -0.2 -0.02
C -4.312952 -0.997147 2.615801 -0.3 -0.1 0.1 0.00
C -5.548166 -1.487520 2.239669 0.1 0.1 0.0 -0.28
C -6.051315 -1.293357 0.966026 0.0 -0.1 0.2 -0.01
C -5.286781 -0.591153 0.053920 0.2 0.0 0.1 -0.04
H -5.664143 -0.431918 -0.945583 -0.1 0.0 -0.1 0.12
H -7.019650 -1.689141 0.703563 -0.1 -0.1 0.0 0.12
F -6.287062 -2.176708 3.137805 0.1 0.0 -0.1 0.05
H -3.947364 -1.166504 3.615925 0.0 0.0 0.1 0.12
H -2.595698 0.090076 1.988159 0.1 0.0 0.0 0.09
H -3.300290 0.169768 -1.587247 0.0 0.1 0.1 0.13
H -3.693153 1.688732 -0.749872 0.1 -0.2 -0.1 0.13
H 0.096843 2.238787 -1.989863 -0.1 0.1 0.0 0.11
H 0.888224 1.758770 -4.210737 0.0 0.0 -0.1 0.11
H 2.778434 0.031254 -6.803965 -0.1 0.1 0.0 0.09
H 2.513478 1.546921 -5.907835 0.0 0.0 0.0 0.10

---

[3]
45
Properties=species:S:1:pos:R:3:forces:R:3:lowdin_charge:R:1 method="wB97M-V/def2-TZVPD" smiles="CC1=C(c2ccccc2)[C@]2(Nc3ccccc3)CCC[C@@H]2C1" total_charge=0 de_lowest_kj_mol=0.75
C -0.943927 2.339805 -0.260819 0.3 -1.7 -0.7 -0.19
C -0.600700 1.020274 -0.232154 0.2 2.5 0.4 -0.09
C -1.115466 -1.551082 -3.583456 0.2 0.9 0.3 -0.07
C 2.697309 -3.744525 -0.452009 -0.2 0.2 0.1 -0.11
C -2.158792 -1.283012 -2.669924 0.1 -0.1 -0.2 -0.08
C 0.144953 -0.901472 -3.435472 -1.9 -0.2 2.2 -0.04
C 3.545620 -2.782613 0.120150 -0.5 -0.1 -0.3 -0.10
C 1.335642 -3.454690 -0.475095 -0.6 0.1 0.9 -0.10
C -1.969832 -0.422794 -1.595361 -0.2 -0.9 -0.6 -0.06
C 0.307265 -0.100697 -2.264523 0.6 -0.4 -1.6 -0.02
C 3.044713 -1.569658 0.590459 1.7 -0.3 0.0 -0.05
C 0.795416 -2.275724 0.077846 0.8 -0.3 -0.6 -0.03
C -0.736511 0.136354 -1.377360 0.2 0.0 -0.2 -0.25
C 1.686775 -1.290390 0.541228 -1.0 0.5 0.3 -0.28
N 1.338632 -0.026513 1.000765 -0.2 0.2 -0.3 0.09
C -1.593770 3.010837 -1.443862 -0.1 -0.6 -0.2 -0.03
C -1.503815 0.900423 2.988290 0.0 -0.2 0.3 -0.17
C -0.885338 -0.118424 2.048594 -0.6 -0.5 0.2 -0.12
C -0.518785 3.073606 0.977743 -0.7 -1.0 -0.2 -0.09
C -0.333392 1.854798 3.184285 -0.3 0.5 0.3 -0.15
C 0.020913 0.657129 1.086757 1.4 -1.1 0.3 -0.34
C 0.248966 1.998033 1.780570 -0.2 1.2 0.4 -0.22
H -1.316472 -2.199507 -4.429832 0.1 0.0 0.1 0.09
H 3.047418 -4.713543 -0.846266 0.0 0.7 0.3 0.10
H -3.163719 -1.715496 -2.725815 0.5 -0.1 -0.5 0.10
H 0.975411 -1.112824 -4.083033 0.1 0.1 -0.2 0.09
H 4.598379 -2.987122 0.169007 0.4 0.1 0.1 0.09
H 0.622158 -4.216098 -0.783936 0.2 0.1 -0.3 0.10
H -2.765265 -0.247499 -0.885133 -0.1 0.1 0.0 0.12
H 1.291231 0.349841 -2.096238 -0.4 -0.1 0.1 0.12
H 3.761865 -0.792948 0.990232 -0.9 -1.0 -0.4 0.13
H -0.280739 -2.120758 0.034303 0.3 0.1 0.1 0.10
H 2.159282 0.520474 1.222948 -0.4 0.1 -0.1 0.11
H -1.529514 2.381147 -2.375937 -0.1 0.6 1.0 0.09
H -2.660720 3.208505 -1.214669 0.5 0.1 -0.3 0.09
H -1.075650 3.949068 -1.638134 -0.2 0.2 -0.1 0.07
H -2.363886 1.403931 2.521405 0.2 -0.1 0.1 0.12
H -1.852678 0.410437 3.917492 0.1 0.4 -0.4 0.12
H -0.312393 -0.839867 2.649393 0.0 0.1 -0.4 0.13
H -1.672308 -0.628944 1.529103 -0.3 -0.7 -0.4 0.10
H -1.379835 3.485258 1.513102 0.0 -0.1 0.1 0.12
H 0.080216 3.911919 0.712704 0.7 0.8 -0.2 0.11
H 0.389715 1.415444 3.858101 0.2 -0.1 0.3 0.11
H -0.669309 2.809280 3.596277 0.3 0.0 0.1 0.11
H 1.310937 2.259637 1.758273 -0.1 0.0 0.2 0.14

---

[4]
50
Properties=species:S:1:pos:R:3:forces:R:3:lowdin_charge:R:1 method="wB97M-V/def2-TZVPD" total_charge=0
Tl -0.985993 0.188966 0.242469 -0.1 0.2 0.2 1.07
O -1.700080 -0.118252 2.272564 -0.1 0.1 0.0 -0.15
C -1.816148 -1.245149 2.907839 0.0 0.0 -0.1 -0.35
C -1.710957 -1.223940 4.321232 0.0 0.0 0.0 -0.01
C -1.840900 -2.362737 5.071368 0.0 0.0 0.0 -0.08
C -2.093677 -3.607717 4.470320 0.0 0.0 0.0 -0.10
C -2.213824 -3.656810 3.108771 0.0 0.0 0.0 -0.06
C -2.074592 -2.507918 2.300081 0.0 0.0 0.0 -0.14
C -2.283822 -2.696075 0.890767 0.0 0.0 0.1 -0.08
N -2.127975 -1.827085 -0.037915 0.0 0.0 -0.2 -0.04
C -2.500674 -2.157109 -1.408378 0.0 0.0 0.0 -0.19
C -1.575496 -1.436328 -2.386810 0.0 0.1 0.1 -0.20
N -1.538739 -0.042387 -1.996948 0.0 -0.1 -0.1 -0.06
C -1.586846 0.911353 -2.843854 -0.1 0.0 0.0 -0.07
C -1.611572 2.317099 -2.532272 0.0 0.0 0.0 -0.14
C -1.542395 3.199710 -3.629975 0.0 0.0 0.0 -0.06
C -1.609166 4.558830 -3.478407 0.0 0.0 0.1 -0.10
C -1.771707 5.074477 -2.182664 0.0 0.0 -0.1 -0.08
C -1.853695 4.246584 -1.093187 0.0 0.0 0.0 -0.01
C -1.769493 2.838692 -1.215124 0.0 0.0 0.0 -0.34
O -1.878678 2.132958 -0.124425 -0.1 -0.1 0.1 -0.16
H -1.519396 -0.262639 4.779660 0.0 0.0 0.0 0.12
H -1.747129 -2.300692 6.148814 0.0 0.0 0.0 0.10
H -2.199531 -4.500282 5.070418 0.0 0.0 0.0 0.10
H -2.424807 -4.602202 2.619355 0.0 0.0 0.0 0.11
H -2.636355 -3.692531 0.601251 0.0 0.0 0.0 0.13
H -2.476413 -3.236703 -1.580350 0.0 0.0 0.0 0.12
H -3.521536 -1.805978 -1.581345 0.0 0.0 0.0 0.13
H -0.567476 -1.856244 -2.309489 0.0 0.0 0.0 0.13
H -1.928377 -1.569311 -3.413080 0.0 0.0 0.0 0.12
H -1.630737 0.659598 -3.909965 0.0 0.0 0.0 0.13
H -1.434236 2.772484 -4.621627 0.0 0.0 0.0 0.11
H -1.545828 5.216808 -4.333772 0.0 0.0 0.0 0.10
H -1.835320 6.146712 -2.040253 0.0 0.0 0.0 0.10
H -1.982335 4.641525 -0.093906 0.0 0.0 0.0 0.12
C 4.777750 -0.555383 1.760654 0.0 0.0 0.1 -0.19
Si 4.157393 0.133031 0.146376 0.0 0.0 0.0 0.40
C 4.788895 1.860593 -0.129810 0.0 0.1 0.0 -0.19
C 4.650095 -0.970413 -1.272433 0.0 -0.1 -0.1 -0.19
C 2.320424 0.173678 0.216558 -0.2 0.0 0.0 -0.20
C 1.108530 0.203476 0.263097 0.3 -0.1 0.0 -0.18
H 5.870102 -0.576373 1.787077 0.0 0.0 0.0 0.03
H 4.412002 -1.574085 1.906278 0.0 0.0 0.0 0.03
H 4.426734 0.050134 2.598764 0.0 0.0 0.0 0.03
H 5.881708 1.866927 -0.149579 0.0 0.0 0.0 0.03
H 4.457874 2.532188 0.664594 0.0 0.0 0.0 0.03
H 4.427712 2.258528 -1.080180 0.0 0.0 0.0 0.03
H 5.738156 -1.029132 -1.359793 0.0 0.0 0.0 0.03
H 4.253292 -0.588573 -2.215665 0.0 0.0 0.0 0.03
H 4.265227 -1.982279 -1.127102 0.0 0.0 0.0 0.03

---

| no. | HOMO-LUMO gap (eV) | E_HOMO (eV) |
| --- | --- | --- |
| 1 | 7.705 | -7.6 |
| 2 | 8.772 | -8.3 |
| 3 | 8.233 | -7.4 |
| 4 | 8.010 | -8.0 |